121
Properties=species:S:1:pos:R:3:mulliken_spin:R:1 method="wB97M-V/def2-TZVPD" orbital_gap_ev="5.10 / 5.38" e_tot_ha=-6727.65273 s2=0.757 relative_energy_kj_mol=61.4 homo_energy_ev="-7.25 / -7.25" multiplicity=2 lumo_ev="-2.15 / -1.86"
Re 0.201 2.261 -0.229 0.794
C -0.701 2.304 2.668 0.031
N 0.522 2.492 1.844 0.010
C 1.091 3.843 2.115 0.015
C 1.761 4.489 0.915 -0.008
N 1.122 4.050 -0.332 0.012
C 1.326 4.846 -1.469 -0.037
C 2.126 5.992 -1.559 -0.009
F 2.843 6.444 -0.516 -0.001
C 2.258 6.724 -2.730 0.004
F 3.024 7.812 -2.727 0.000
C 1.620 6.339 -3.891 -0.005
F 1.751 7.043 -5.010 0.000
C 0.845 5.196 -3.856 0.007
F 0.227 4.761 -4.951 0.000
C 0.710 4.503 -2.673 0.038
F -0.072 3.399 -2.703 0.008
C 1.472 1.392 2.200 0.026
C 2.576 1.272 1.184 0.000
N 1.929 1.315 -0.127 -0.038
C 2.641 0.897 -1.253 0.008
C 3.997 0.589 -1.323 0.004
F 4.790 0.689 -0.243 0.000
C 4.603 0.183 -2.503 -0.002
F 5.903 -0.107 -2.503 0.000
C 3.878 0.084 -3.675 -0.001
F 4.461 -0.299 -4.808 0.000
C 2.529 0.392 -3.646 0.004
F 1.790 0.302 -4.750 0.000
C 1.954 0.775 -2.456 -0.003
F 0.625 1.035 -2.450 0.010
H -0.452 2.417 3.726 0.000
H -1.449 3.043 2.394 -0.002
H -1.094 1.306 2.493 -0.008
H 0.267 4.473 2.444 -0.003
H 1.794 3.775 2.948 0.000
H 1.662 5.563 1.054 -0.002
H 2.832 4.270 0.886 -0.002
H 1.873 1.560 3.203 -0.003
H 0.890 0.472 2.196 -0.006
H 3.318 2.069 1.285 -0.001
H 3.091 0.325 1.355 -0.002
C 1.819 -3.549 -0.299 0.001
C 1.108 -4.900 -0.262 0.000
As 0.703 -5.597 1.545 0.000
C 0.382 -7.432 0.973 0.000
C 1.085 -8.514 1.493 0.000
C 0.732 -9.814 1.149 0.000
C -0.330 -10.044 0.287 0.000
C -1.038 -8.969 -0.236 0.000
C -0.688 -7.673 0.111 0.000
C 2.540 -5.754 2.185 0.000
C 2.785 -5.421 3.514 0.000
C 4.078 -5.436 4.025 0.000
C 5.142 -5.777 3.204 0.000
C 4.909 -6.123 1.878 0.000
C 3.616 -6.114 1.374 0.000
P 0.846 -1.966 -0.109 -0.003
C -0.427 -2.305 -1.394 0.000
C -1.757 -2.706 -1.285 -0.001
C -2.551 -2.869 -2.416 0.000
C -2.033 -2.645 -3.681 0.001
C -0.701 -2.274 -3.813 0.000
C 0.081 -2.105 -2.682 0.003
C 0.236 -2.193 1.614 -0.005
C -1.052 -2.416 2.096 0.002
C -1.309 -2.475 3.460 -0.002
C -0.280 -2.334 4.377 0.001
C 1.014 -2.129 3.918 -0.001
C 1.260 -2.046 2.556 0.000
H 2.319 -3.441 -1.266 0.001
H 2.605 -3.512 0.461 0.000
H 1.738 -5.647 -0.748 0.000
H 0.173 -4.871 -0.824 0.000
H 1.916 -8.345 2.167 0.000
H 1.287 -10.648 1.559 0.000
H -0.611 -11.057 0.028 0.000
H -1.869 -9.143 -0.908 0.000
H -1.257 -6.842 -0.292 0.000
H 1.954 -5.142 4.153 0.000
H 4.253 -5.179 5.062 0.000
H 6.152 -5.772 3.593 0.000
H 5.735 -6.402 1.236 0.000
H 3.449 -6.396 0.341 0.000
H -2.200 -2.915 -0.328 0.000
H -3.582 -3.180 -2.300 0.000
H -2.658 -2.766 -4.556 0.000
H -0.270 -2.113 -4.793 0.000
H 1.121 -1.813 -2.800 -0.001
H -1.873 -2.576 1.421 0.001
H -2.321 -2.649 3.803 0.000
H -0.481 -2.386 5.439 0.000
H 1.832 -2.027 4.621 0.000
H 2.278 -1.881 2.213 0.000
O -5.065 8.880 1.369 0.000
S -6.176 9.104 0.460 0.000
O -5.883 9.973 -0.666 0.000
O -7.459 9.301 1.095 0.000
C -6.334 7.499 -0.373 0.000
N -7.516 7.098 -0.864 0.000
C -7.543 5.921 -1.467 0.000
C -6.432 5.096 -1.578 0.000
C -5.269 5.591 -1.024 0.005
N -5.210 6.782 -0.452 0.000
C -4.001 4.817 -0.911 -0.004
C -3.714 3.670 -1.641 0.001
C -2.541 2.990 -1.398 0.010
N -1.650 3.366 -0.464 -0.023
C -1.913 4.510 0.202 0.014
C -3.048 5.253 0.010 0.000
H -8.504 5.605 -1.861 0.000
H -6.494 4.126 -2.051 0.000
H -4.383 3.307 -2.408 0.000
H -2.289 2.103 -1.966 -0.001
H -1.162 4.835 0.908 -0.001
H -3.229 6.173 0.553 0.000
C -2.170 0.401 0.232 -0.009
O -0.775 0.608 0.026 0.169
H -2.306 -0.343 1.019 0.001
H -2.632 0.021 -0.680 0.014
H -2.694 1.306 0.538 -0.006